The following is a DFT calculation (ωB97M-V with the def2-TZVPD basis set) of a structure of composition C23H14BrClN4O2Pd at a distorted geometry.

Computed properties:
DFT total energy: -120176.16751 eV
energy above the lowest of the compared OMol25 structures with the same formula, charge and spin: 0.0 kJ/mol
molar mass: 600.2 g/mol
multiplicity: 1
HOMO level: -7.9 eV
Kohn-Sham gap: 6.519 eV

```
46
C23H14BrClN4O2Pd | the Open Molecules 2025 dataset | ωB97M-V with the def2-TZVPD basis set
Pd -0.580 0.214 0.355
Br -1.573 -3.410 0.730
C -0.788 -2.840 -0.867
C -0.427 -3.818 -1.789
C 0.142 -3.434 -2.985
C 0.326 -2.083 -3.234
C -0.052 -1.187 -2.258
N -0.592 -1.546 -1.079
C 0.118 0.273 -2.569
O 0.412 0.644 -3.660
O -0.092 1.114 -1.511
H -0.599 -4.857 -1.550
H 0.430 -4.175 -3.718
H 0.748 -1.714 -4.157
N -1.312 -0.394 2.085
C -1.057 -0.843 3.132
C -0.795 -1.350 4.376
C -0.790 -2.762 4.523
N -0.816 -3.911 4.623
C -0.544 -0.477 5.465
N -0.335 0.238 6.344
Cl -2.790 3.692 -7.146
C -2.256 3.324 -5.538
C -1.043 3.821 -5.093
C -0.626 3.521 -3.807
C -1.407 2.738 -2.970
C -0.943 2.416 -1.601
C -2.623 2.263 -3.432
C -3.057 2.548 -4.718
H -0.435 4.426 -5.751
H 0.326 3.892 -3.449
H -1.764 2.265 -0.927
H -0.284 3.173 -1.195
H -3.244 1.662 -2.778
H -4.007 2.183 -5.082
C 0.629 4.204 2.626
C 1.577 3.266 2.246
C 1.185 2.091 1.612
C -0.160 1.861 1.350
C -1.111 2.787 1.753
C -0.716 3.961 2.381
H 0.935 5.113 3.127
H 2.625 3.438 2.453
H 1.937 1.364 1.329
H -2.167 2.593 1.599
H -1.464 4.678 2.694
```

The following is a DFT calculation (ωB97M-V with the def2-TZVPD basis set) of a structure of composition C23H14CeCl2N6O5S at a distorted geometry.

Computed properties:
DFT total energy: -92067.47301 eV
energy above the lowest of the compared OMol25 structures with the same formula, charge and spin: 112.2 kJ/mol
molar mass: 697.5 g/mol
multiplicity: 1
HOMO level (spin up / spin down): -7.7 / -7.7 eV
Kohn-Sham gap (spin up / spin down): 4.768 / 4.768 eV

```
52
C23H14CeCl2N6O5S | the Open Molecules 2025 dataset | ωB97M-V with the def2-TZVPD basis set
Ce -0.731 -0.327 -0.421
N -4.965 1.598 1.176
C -3.710 1.160 0.933
S -3.090 1.415 -0.654
N -3.101 0.656 1.987
N -1.894 0.094 1.798
C -1.235 -0.155 2.877
C 0.042 -0.831 2.822
C 0.762 -1.099 3.984
C 1.975 -1.754 3.893
C 2.437 -2.143 2.644
C 1.666 -1.848 1.534
N 0.503 -1.200 1.609
H -5.541 1.842 0.390
H -5.407 1.277 2.022
H -1.643 0.133 3.841
H 0.357 -0.788 4.937
H 2.553 -1.965 4.783
H 3.374 -2.667 2.525
H 1.974 -2.154 0.542
Cl 4.313 -0.393 -1.262
C 3.558 0.793 -0.258
C 4.354 1.629 0.529
C 3.778 2.562 1.346
Cl 4.793 3.583 2.314
C 2.376 2.696 1.412
C 1.691 3.629 2.218
C 0.323 3.679 2.187
C -0.378 2.788 1.365
N 0.223 1.892 0.611
C 1.584 1.840 0.606
C 2.168 0.857 -0.262
O 1.406 0.092 -0.991
H 5.429 1.529 0.483
H 2.257 4.302 2.847
H -0.223 4.386 2.796
H -1.460 2.812 1.319
O -1.792 -4.343 -6.169
C -1.830 -3.122 -6.373
O -2.042 -2.438 -7.384
C -1.553 -2.262 -5.093
C -1.548 -0.873 -5.164
C -1.310 -0.137 -4.024
N -1.101 -0.711 -2.832
C -1.109 -2.063 -2.770
C -1.312 -2.867 -3.866
C -0.907 -2.534 -1.342
O 0.157 -3.012 -0.975
O -1.845 -2.151 -0.536
H -1.734 -0.404 -6.121
H -1.283 0.946 -4.039
H -1.307 -3.947 -3.792
```

The following is a DFT calculation (ωB97M-V with the def2-TZVPD basis set) of a structure of composition C23H14Cl2N3O9Rh.

Computed properties:
DFT total energy: -75020.28188 eV
molar mass: 650.2 g/mol
multiplicity: 1
HOMO level: -8.0 eV
Kohn-Sham gap: 6.674 eV

```
52
C23H14Cl2N3O9Rh | the Open Molecules 2025 dataset | ωB97M-V with the def2-TZVPD basis set
Rh 0.295 0.190 0.444
Cl 3.734 1.094 6.614
C 2.863 0.498 5.233
C 3.171 -0.771 4.722
C 2.508 -1.266 3.630
C 1.516 -0.507 2.972
O 0.907 -1.018 1.947
C 1.196 0.767 3.526
C 0.124 1.540 3.008
N -0.486 1.290 1.894
C -1.587 2.048 1.444
C -2.508 2.652 2.255
C -3.531 3.446 1.693
C -3.627 3.617 0.343
C -2.709 2.976 -0.523
C -2.749 3.091 -1.933
C -1.827 2.428 -2.689
C -0.866 1.619 -2.053
N -0.814 1.484 -0.752
C -1.703 2.170 0.032
C 1.883 1.252 4.657
H 3.949 -1.352 5.198
H 2.754 -2.236 3.220
H -0.218 2.396 3.587
H -2.462 2.514 3.327
H -4.248 3.919 2.350
H -4.413 4.227 -0.083
H -3.510 3.708 -2.395
H -1.816 2.497 -3.767
H -0.126 1.071 -2.620
H 1.636 2.226 5.060
O -0.796 -1.495 -0.209
C -0.059 -1.563 -1.239
O 0.858 -0.707 -1.387
C -0.285 -2.624 -2.250
C -1.191 -3.648 -1.997
C -1.399 -4.640 -2.942
C -0.715 -4.607 -4.147
C 0.174 -3.571 -4.376
C 0.415 -2.578 -3.447
N 0.891 -3.523 -5.665
O 1.595 -2.559 -5.879
O 0.762 -4.471 -6.413
H -1.720 -3.654 -1.053
H -2.097 -5.441 -2.743
H -0.857 -5.363 -4.905
H 1.135 -1.797 -3.645
O 3.945 1.262 1.570
Cl 3.258 0.896 0.383
O 3.100 -0.508 0.257
O 3.821 1.495 -0.771
O 1.829 1.524 0.517
```